No. 1
DFT (wB97M-V/def2-TZVPD) results for a molecular structure, C36H22F12N4O2Pt at a distorted geometry.

Energy above the lowest of the compared OMol25 structures with the same formula, charge and spin (eV): 0.502
Orbital gap (eV): 4.521
Highest occupied orbital energy (eV): -1.1
Multiplicity: 1
Net charge: -2

Atoms and positions in Å:
Pt  0.234  0.041  -0.357
C  -6.091  2.411  -2.639
C  -4.914  1.923  -1.831
C  -4.487  2.558  -0.677
C  -3.399  2.089  0.027
C  -2.637  0.958  -0.371
N  -1.591  0.539  0.418
C  -1.391  1.269  1.602
C  -2.077  0.856  2.751
C  -2.116  1.632  3.893
C  -1.489  2.872  3.925
C  -1.643  3.790  5.113
C  -0.715  3.239  2.832
C  -0.618  2.447  1.690
C  0.316  2.867  0.529
O  0.237  2.160  -0.620
C  0.019  4.355  0.116
F  -1.305  4.606  0.084
F  0.554  5.302  0.942
F  0.498  4.632  -1.106
C  1.799  2.864  1.100
F  2.206  1.642  1.452
F  2.674  3.333  0.185
F  1.993  3.626  2.217
C  -3.077  0.316  -1.572
C  -4.192  0.810  -2.241
C  -2.386  -0.937  -2.167
O  -1.392  -1.474  -1.473
C  -1.836  -0.605  -3.607
F  -0.730  0.147  -3.506
F  -2.660  0.069  -4.463
F  -1.492  -1.733  -4.276
C  -3.479  -2.068  -2.322
F  -4.260  -2.137  -1.217
F  -2.935  -3.287  -2.475
F  -4.345  -1.929  -3.383
H  -6.631  3.198  -2.108
H  -6.787  1.594  -2.850
H  -5.761  2.817  -3.600
H  -5.009  3.441  -0.318
H  -3.102  2.620  0.921
H  -2.624  -0.078  2.701
H  -2.666  1.294  4.767
H  -2.649  3.708  5.527
H  -1.474  4.827  4.820
H  -0.929  3.542  5.904
H  -0.184  4.180  2.881
H  -4.533  0.315  -3.140
N  8.092  -6.670  0.396
C  7.210  -5.939  0.285
C  6.123  -5.036  0.155
C  6.300  -3.670  0.406
C  5.243  -2.796  0.291
C  3.959  -3.237  -0.062
C  3.793  -4.607  -0.301
C  4.849  -5.487  -0.208
C  2.846  -2.290  -0.178
C  3.040  -1.118  -0.935
C  4.159  -0.787  -1.751
C  3.852  0.406  -2.373
C  2.564  0.768  -1.940
N  2.082  -0.137  -1.091
C  1.632  -2.598  0.454
C  1.359  -3.705  1.309
C  0.054  -3.564  1.730
C  -0.430  -2.379  1.140
N  0.510  -1.801  0.405
H  7.279  -3.313  0.699
H  5.381  -1.749  0.522
H  2.820  -4.966  -0.605
H  4.709  -6.537  -0.430
H  5.051  -1.373  -1.894
H  4.471  0.951  -3.068
H  1.990  1.645  -2.192
H  2.055  -4.478  1.592
H  -0.501  -4.230  2.372
H  -1.415  -1.945  1.195

Atomic partial charges in e from the Mulliken method, atoms 1 to 8: Pt 0.9521; C -1.5674; C 0.5445; C -1.5829; C -0.3495; C 0.1547; N 0.7497; C -0.3284

No. 2
DFT (wB97M-V/def2-TZVPD) results for a molecular structure, C36H24Br2GeNORu at a distorted geometry.

Orbital gap (spin up / spin down) (eV): 5.782 / 5.764
Highest occupied orbital energy (spin up / spin down) (eV): -3.6 / -3.6
Multiplicity: 1
Net charge: -1

Atoms and positions in Å:
Ru  1.228  -0.193  -1.389
Br  4.951  -3.290  -3.459
C  4.232  -1.664  -4.103
C  4.708  -1.150  -5.311
C  4.224  0.028  -5.819
Br  4.927  0.689  -7.459
C  3.222  0.748  -5.129
C  2.656  1.970  -5.552
C  1.685  2.574  -4.794
C  1.264  1.966  -3.603
N  1.773  0.821  -3.186
C  2.748  0.209  -3.916
C  3.254  -1.018  -3.338
O  2.809  -1.423  -2.214
H  5.471  -1.697  -5.846
H  3.001  2.420  -6.474
H  1.242  3.514  -5.093
H  0.499  2.403  -2.977
C  1.664  0.552  0.424
C  1.936  1.009  1.525
C  2.222  1.525  2.825
C  2.484  0.665  3.899
C  2.732  1.163  5.168
C  2.737  2.533  5.396
C  2.488  3.400  4.339
C  2.231  2.904  3.072
H  2.487  -0.402  3.714
H  2.929  0.478  5.984
H  2.933  2.922  6.387
H  2.490  4.471  4.505
H  2.022  3.575  2.248
C  -0.419  -0.476  -1.201
Ge  -1.612  -0.739  0.280
C  -1.982  1.025  1.054
C  -2.641  1.913  0.203
C  -2.918  3.213  0.592
C  -2.542  3.652  1.853
C  -1.892  2.782  2.714
C  -1.610  1.483  2.313
C  -3.354  -1.344  -0.426
C  -4.421  -1.540  0.450
C  -5.657  -1.962  -0.013
C  -5.846  -2.197  -1.369
C  -4.795  -2.008  -2.252
C  -3.559  -1.584  -1.780
C  -0.996  -2.190  1.450
C  -0.464  -2.049  2.728
C  -0.013  -3.153  3.440
C  -0.077  -4.418  2.880
C  -0.596  -4.576  1.603
C  -1.051  -3.472  0.901
H  -2.941  1.583  -0.787
H  -3.427  3.885  -0.089
H  -2.751  4.670  2.162
H  -1.578  3.117  3.695
H  -1.081  0.841  3.001
H  -4.286  -1.358  1.512
H  -6.475  -2.109  0.682
H  -6.811  -2.528  -1.733
H  -4.937  -2.190  -3.311
H  -2.737  -1.436  -2.473
H  -0.372  -1.071  3.181
H  0.401  -3.018  4.432
H  0.285  -5.278  3.431
H  -0.641  -5.560  1.151
H  -1.452  -3.611  -0.098

Atomic partial charges in e from the Mulliken method, atoms 1 to 8: Ru 0.3692; Br -0.1839; C -0.3779; C -0.3450; C -0.1120; Br -0.2780; C 0.7149; C -0.6236

No. 3
DFT (wB97M-V/def2-TZVPD) results for a molecular structure, C36H24Br5CdNO2P2Te.

Energy above the lowest of the compared OMol25 structures with the same formula, charge and spin (eV): 0.000
Orbital gap (eV): 5.576
Highest occupied orbital energy (eV): -2.0
Multiplicity: 1
Net charge: -2

Atoms and positions in Å:
Cd  -0.105  -0.258  0.663
Te  -0.584  3.529  -3.151
C  -2.095  4.512  -2.044
C  -2.585  5.744  -2.470
C  -3.561  6.374  -1.719
N  -4.072  5.879  -0.592
C  -3.593  4.699  -0.193
C  -2.619  3.983  -0.875
C  -0.291  1.908  -1.909
P  -1.102  0.349  -2.038
C  -2.819  0.721  -2.562
C  -3.754  0.877  -1.537
C  -5.061  1.242  -1.830
C  -5.451  1.447  -3.146
C  -4.528  1.289  -4.171
C  -3.218  0.930  -3.881
C  -0.491  -0.574  -3.513
C  0.161  0.013  -4.595
C  0.606  -0.755  -5.663
C  0.410  -2.130  -5.659
C  -0.228  -2.729  -4.581
C  -0.668  -1.957  -3.515
P  0.780  1.973  -0.533
C  0.506  3.535  0.379
C  -0.244  3.476  1.550
C  -0.604  4.635  2.225
C  -0.210  5.869  1.731
C  0.559  5.939  0.575
C  0.920  4.780  -0.095
C  2.516  2.169  -1.098
C  3.506  2.677  -0.258
C  4.828  2.730  -0.674
C  5.183  2.267  -1.934
C  4.207  1.747  -2.772
C  2.884  1.698  -2.355
H  -2.214  6.216  -3.374
H  -3.952  7.336  -2.039
H  -4.007  4.294  0.724
H  -2.272  3.029  -0.491
H  -3.447  0.720  -0.506
H  -5.770  1.370  -1.020
H  -6.470  1.737  -3.373
H  -4.826  1.457  -5.200
H  -2.501  0.823  -4.685
H  0.314  1.086  -4.607
H  1.108  -0.279  -6.498
H  0.765  -2.733  -6.487
H  -0.360  -3.804  -4.556
H  -1.119  -2.431  -2.650
H  -0.559  2.516  1.937
H  -1.197  4.561  3.130
H  -0.501  6.778  2.244
H  0.868  6.903  0.187
H  1.513  4.841  -0.999
H  3.238  3.036  0.729
H  5.585  3.130  -0.009
H  6.217  2.306  -2.258
H  4.474  1.372  -3.753
H  2.120  1.283  -3.002
Br  -4.962  2.372  5.273
C  -3.357  1.686  4.529
C  -2.209  1.593  5.288
Br  -2.198  2.157  7.100
C  -1.038  1.074  4.708
Br  0.584  0.957  5.685
C  -0.979  0.628  3.384
O  0.097  0.164  2.845
C  -2.189  0.736  2.580
O  -2.150  0.373  1.337
C  -3.328  1.262  3.187
Br  -4.865  1.404  2.079
Br  0.865  -2.586  0.037

Atomic partial charges in e from the Mulliken method, atoms 1 to 8: Cd 1.1758; Te 0.3274; C 0.4447; C -0.5182; C -0.4154; N -0.6560; C -0.6686; C 0.5993

No. 4
DFT (wB97M-V/def2-TZVPD) results for a molecular structure, C36H24Br5CdNO2P2Te.

Energy above the lowest of the compared OMol25 structures with the same formula, charge and spin (eV): 0.996
Orbital gap (eV): 5.958
Highest occupied orbital energy (eV): -2.0
Multiplicity: 1
Net charge: -2

Atoms and positions in Å:
Cd  0.019  -1.272  -2.630
Te  -3.308  -0.114  -0.630
C  -4.133  1.333  0.696
C  -5.188  2.138  0.272
C  -5.707  3.099  1.128
N  -5.262  3.312  2.371
C  -4.251  2.530  2.772
C  -3.661  1.551  1.985
C  -1.355  -0.111  0.379
P  -0.703  -1.817  0.154
C  -1.695  -2.904  1.272
C  -2.717  -2.446  2.097
C  -3.377  -3.319  2.958
C  -3.028  -4.662  2.999
C  -2.011  -5.130  2.173
C  -1.356  -4.257  1.317
C  0.804  -1.780  1.238
C  0.723  -1.333  2.559
C  1.846  -1.320  3.371
C  3.075  -1.743  2.865
C  3.167  -2.183  1.552
C  2.032  -2.209  0.739
P  -0.434  0.795  -0.934
C  1.298  1.076  -0.355
C  2.289  1.040  -1.338
C  3.634  1.175  -1.006
C  3.997  1.355  0.322
C  3.016  1.410  1.309
C  1.676  1.273  0.972
C  -1.126  2.499  -0.861
C  -1.489  3.139  -2.045
C  -2.051  4.411  -2.021
C  -2.258  5.055  -0.808
C  -1.896  4.425  0.377
C  -1.332  3.154  0.350
H  -5.591  2.033  -0.731
H  -6.515  3.745  0.797
H  -3.886  2.709  3.780
H  -2.808  0.987  2.353
H  -2.988  -1.402  2.069
H  -4.169  -2.944  3.598
H  -3.544  -5.342  3.668
H  -1.733  -6.178  2.195
H  -0.562  -4.623  0.672
H  -0.237  -0.990  2.937
H  1.772  -0.969  4.397
H  3.960  -1.714  3.491
H  4.122  -2.496  1.143
H  2.112  -2.523  -0.299
H  2.001  0.904  -2.374
H  4.389  1.119  -1.782
H  5.044  1.435  0.593
H  3.299  1.535  2.349
H  0.920  1.269  1.750
H  -1.339  2.625  -2.987
H  -2.338  4.893  -2.950
H  -2.712  6.040  -0.783
H  -2.074  4.915  1.328
H  -1.087  2.647  1.275
Br  7.006  -2.089  -3.772
C  5.199  -1.534  -3.941
C  4.854  -0.501  -4.795
Br  6.181  0.386  -5.824
C  3.500  -0.113  -4.892
Br  2.950  1.314  -6.018
C  2.474  -0.732  -4.170
O  1.232  -0.356  -4.239
C  2.840  -1.814  -3.268
O  1.912  -2.394  -2.561
C  4.188  -2.170  -3.189
Br  4.593  -3.589  -1.990
Br  -2.205  -2.254  -3.430

Atomic partial charges in e from the Mulliken method, atoms 1 to 8: Cd 1.2726; Te 0.4415; C 0.2096; C -0.4243; C -0.3197; N -0.6898; C -0.4389; C 0.1717

No. 5
DFT (wB97M-V/def2-TZVPD) results for a molecular structure, C36H26F9HgN4PS4.

Energy above the lowest of the compared OMol25 structures with the same formula, charge and spin (eV): 0.874
Orbital gap (eV): 4.862
Highest occupied orbital energy (eV): -0.9
Multiplicity: 1
Net charge: -2

Atoms and positions in Å:
Hg  1.021  0.640  -1.380
C  5.208  -0.566  -0.034
C  3.749  -0.855  -0.332
N  2.811  -0.312  0.451
N  3.305  0.235  1.630
C  2.894  1.392  2.118
N  3.332  1.664  3.411
S  1.927  2.507  1.316
C  3.439  -1.681  -1.413
C  4.402  -2.083  -2.396
C  4.245  -3.192  -3.154
C  3.083  -4.011  -2.897
C  2.090  -3.550  -2.127
N  2.118  -2.238  -1.601
H  5.354  0.494  0.180
H  5.536  -1.143  0.839
H  5.865  -0.850  -0.847
H  3.940  -0.316  2.197
H  4.195  1.226  3.701
H  3.272  2.646  3.626
H  5.279  -1.467  -2.544
H  4.966  -3.466  -3.913
H  2.978  -4.990  -3.348
H  1.165  -4.079  -1.955
S  2.772  1.940  -2.676
C  2.141  1.547  -4.274
C  3.059  1.559  -5.332
C  2.703  1.272  -6.638
C  1.384  0.942  -6.921
C  0.458  0.926  -5.893
C  0.789  1.240  -4.567
S  -0.529  1.249  -3.399
H  4.089  1.805  -5.098
H  3.452  1.290  -7.423
H  1.077  0.694  -7.932
H  -0.573  0.664  -6.100
F  -6.847  -3.292  -0.552
C  -6.523  -2.129  -1.158
F  -7.547  -1.279  -0.890
F  -6.568  -2.357  -2.483
C  -5.203  -1.590  -0.703
C  -4.429  -0.821  -1.566
C  -3.227  -0.296  -1.128
C  -2.787  -0.530  0.174
C  -3.566  -1.305  1.026
C  -4.770  -1.838  0.591
P  -1.221  0.296  0.662
C  -0.746  -0.541  2.234
C  -0.470  0.196  3.386
C  0.086  -0.404  4.505
C  0.371  -1.761  4.487
C  0.103  -2.510  3.349
C  -0.446  -1.905  2.232
C  1.050  -2.406  5.653
F  0.884  -1.718  6.803
F  0.595  -3.657  5.889
F  2.385  -2.525  5.476
C  -2.004  1.852  1.300
C  -1.643  3.038  0.669
C  -2.238  4.242  1.021
C  -3.211  4.260  2.008
C  -3.591  3.082  2.644
C  -2.993  1.889  2.284
C  -3.822  5.560  2.434
F  -3.142  6.138  3.453
F  -5.091  5.416  2.871
F  -3.855  6.471  1.444
H  -4.750  -0.657  -2.586
H  -2.596  0.255  -1.819
H  -3.221  -1.523  2.029
H  -5.368  -2.447  1.256
H  -0.658  1.259  3.411
H  0.310  0.187  5.382
H  0.334  -3.567  3.324
H  -0.610  -2.481  1.329
H  -0.883  3.015  -0.105
H  -1.949  5.158  0.525
H  -4.360  3.103  3.406
H  -3.300  0.972  2.772
S  -0.488  -2.389  -1.075
C  1.007  -1.591  -1.240

Atomic partial charges in e from the Mulliken method, atoms 1 to 8: Hg 1.6402; C -1.5210; C 1.1425; N -0.2296; N -0.3290; C 0.2100; N -0.4911; S -0.3560

No. 6
DFT (wB97M-V/def2-TZVPD) results for a molecular structure, C36H26N4O2P2PdSe2.

Orbital gap (spin up / spin down) (eV): 7.262 / 7.263
Highest occupied orbital energy (spin up / spin down) (eV): -8.2 / -8.2
Multiplicity: 1

Atoms and positions in Å:
Pd  -3.519  0.888  0.894
O  -5.336  2.067  4.271
C  -4.622  1.916  3.305
O  -4.926  1.215  2.263
C  -3.249  2.593  3.264
C  -2.755  3.169  4.450
C  -1.502  3.704  4.444
C  -0.751  3.706  3.247
C  0.559  4.233  3.167
C  1.237  4.224  1.981
C  0.627  3.708  0.818
C  -0.638  3.195  0.864
C  -1.345  3.162  2.085
N  -2.582  2.587  2.129
H  -3.386  3.138  5.326
H  -1.070  4.131  5.341
H  1.009  4.644  4.062
H  2.242  4.623  1.925
H  1.165  3.719  -0.121
H  -1.119  2.827  -0.032
Se  1.999  -2.491  -0.922
P  1.389  -0.710  -1.858
C  2.434  0.712  -1.406
C  2.745  0.779  -0.045
C  3.529  1.807  0.446
C  4.012  2.784  -0.415
C  3.689  2.734  -1.761
C  2.901  1.703  -2.258
C  1.206  -0.915  -3.648
C  0.045  -1.576  -4.051
C  -0.168  -1.862  -5.386
C  0.780  -1.500  -6.334
C  1.947  -0.869  -5.935
C  2.164  -0.582  -4.594
C  -0.230  -0.091  -1.366
C  -1.183  -0.462  -0.430
N  -2.140  0.493  -0.494
N  -1.830  1.354  -1.444
N  -0.685  1.019  -1.981
P  -1.451  -1.834  0.687
Se  -3.372  -1.462  1.665
C  -0.137  -1.762  1.928
C  0.123  -0.467  2.381
C  1.084  -0.246  3.350
C  1.784  -1.318  3.887
C  1.508  -2.607  3.458
C  0.551  -2.832  2.480
C  -1.600  -3.313  -0.340
C  -2.630  -3.228  -1.280
C  -2.859  -4.272  -2.158
C  -2.076  -5.416  -2.092
C  -1.061  -5.507  -1.153
C  -0.815  -4.456  -0.283
H  2.394  0.004  0.627
H  3.764  1.841  1.502
H  4.633  3.585  -0.036
H  4.046  3.501  -2.436
H  2.623  1.717  -3.304
H  -0.695  -1.872  -3.316
H  -1.075  -2.368  -5.687
H  0.613  -1.719  -7.380
H  2.701  -0.605  -6.664
H  3.108  -0.137  -4.303
H  -0.421  0.375  1.970
H  1.283  0.766  3.681
H  2.538  -1.151  4.644
H  2.042  -3.447  3.882
H  0.354  -3.848  2.171
H  -3.259  -2.345  -1.317
H  -3.657  -4.194  -2.884
H  -2.256  -6.235  -2.776
H  -0.440  -6.390  -1.106
H  0.015  -4.532  0.401

Atomic partial charges in e from the Mulliken method, atoms 1 to 8: Pd 0.0468; O -0.6361; C 0.7291; O -0.6378; C 0.2115; C -0.4967; C -0.7159; C 1.4203